{
  "formula": "C48H80IN4O16S",
  "method": "the ωB97M-V functional and the def2-TZVPD basis",
  "total_charge": -1,
  "total_energy_ev": -108706.9925,
  "lumo_energy_ev": 1.541,
  "gap_ev": 6.11,
  "species": ["C", "C", "C", "C", "C", "C", "C", "C", "O", "O", "C", "C", "C", "C", "O", "O", "C", "C", "C", "C", "I", "O", "C", "C", "C", "S", "C", "N", "N", "C", "O", "C", "C", "O", "N", "C", "C", "C", "C", "C", "C", "N", "C", "H", "H", "H", "H", "H", "H", "H", "H", "H", "H", "H", "H", "H", "H", "H", "H", "H", "H", "H", "H", "H", "H", "H", "H", "H", "H", "H", "H", "H", "H", "H", "H", "H", "H", "H", "H", "H", "H", "C", "O", "C", "C", "O", "C", "C", "O", "C", "H", "H", "H", "H", "H", "H", "H", "H", "H", "H", "H", "H", "H", "H", "C", "O", "C", "C", "O", "C", "C", "O", "C", "H", "H", "H", "H", "H", "H", "H", "H", "H", "H", "H", "H", "H", "H", "C", "O", "C", "C", "O", "C", "C", "O", "C", "H", "H", "H", "H", "H", "H", "H", "H", "H", "H", "H", "H", "H", "H"],
  "coordinates": [[-2.680085, 5.077801, 0.901411], [-3.373130, 4.042658, 1.269266], [-4.225611, 2.841303, 1.875190], [-4.303854, 1.512215, 0.925606], [-4.603920, 2.021649, -0.567292], [-5.842507, 3.051892, -0.731914], [-5.426868, 4.453794, -1.471332], [-4.784906, 4.224855, -2.941339], [-3.610173, 5.080317, -3.173368], [-5.300540, 0.685405, 1.542046], [-6.264904, 0.065708, 0.708981], [-5.761620, -1.137998, -0.230585], [-5.420352, -2.091761, -1.045941], [-7.333600, -0.653316, 1.743375], [-7.311404, -0.446922, 3.011572], [-8.252306, -1.516139, 1.111787], [-2.906712, 0.625288, 1.006797], [-2.616992, 0.252021, 2.541020], [-2.250502, -1.256810, 2.921260], [-0.646176, -1.608873, 2.878649], [-3.467558, -2.827846, 2.028272], [-1.915015, 1.440678, 0.359356], [-0.730897, 0.838666, -0.133417], [-0.759658, -0.687869, -0.604439], [-1.759825, -0.882258, -1.897484], [-2.092436, -2.736802, -1.966796], [-1.030849, -3.534486, -3.241589], [0.152828, -4.340884, -2.926679], [0.641294, -4.799097, -4.137351], [-0.223653, -4.277716, -5.195474], [-1.289708, -3.473905, -4.641492], [0.507330, 1.231162, 0.867017], [1.855370, 0.408180, 0.614294], [2.003720, -0.710934, 1.237967], [2.984965, 0.841057, -0.242238], [3.964536, 1.701545, 0.496417], [3.652964, -0.396659, -0.791965], [-0.339415, 1.670168, -1.500824], [-1.030044, 3.065722, -1.856879], [-0.476187, 3.653890, -3.214257], [0.603038, 2.997810, -4.121748], [1.222119, 1.767901, -3.730857], [0.751443, 1.193344, -2.511165], [-2.210835, 6.053343, 0.501835], [-5.305559, 3.250809, 2.025986], [-3.837617, 2.636354, 2.931882], [-4.776405, 1.140592, -1.311442], [-3.695214, 2.587741, -1.027922], [-6.463554, 3.222456, 0.215238], [-6.574112, 2.548057, -1.488855], [-4.828166, 5.158509, -0.795309], [-6.446743, 4.988686, -1.658335], [-4.471846, 3.123780, -3.106777], [-5.576044, 4.509733, -3.745275], [-3.676391, 5.877311, -2.586432], [-6.934788, 0.729411, 0.060801], [-5.038303, -2.699862, -1.950425], [-3.232963, -0.323419, 0.410830], [-3.457086, 0.573626, 3.281420], [-1.710537, 0.909192, 2.873187], [-2.488937, -1.346664, 4.060620], [-0.414630, -2.269727, 3.811680], [0.016852, -0.682837, 2.986891], [-0.371566, -2.280293, 1.976403], [0.236232, -1.144943, -0.927847], [-1.220765, -1.400791, 0.193192], [-1.256913, -0.619516, -2.891288], [-2.738674, -0.309682, -1.693460], [-0.092374, -4.480660, -6.321481], [0.754135, 2.341149, 0.605900], [0.232280, 1.231400, 1.974178], [3.464042, 2.625264, 0.993721], [4.674212, 2.148325, -0.311242], [4.643140, 1.127924, 1.228266], [4.278688, -0.152447, -1.732677], [4.261185, -0.974227, 0.002448], [2.832010, -1.138104, -1.152290], [-1.815469, 3.563991, -1.195333], [-0.919502, 4.662491, -3.569804], [0.885819, 3.525405, -5.102669], [1.272307, 0.196273, -2.216951], [-0.044839, -12.803359, -6.084610], [0.444195, -11.520984, -5.729505], [1.334323, -10.969390, -6.691127], [1.051451, -9.481789, -6.917687], [-0.175230, -9.190192, -7.590669], [-1.388425, -9.490709, -6.897454], [-1.670427, -8.625818, -5.670589], [-0.763031, -8.905664, -4.612734], [-0.249310, -7.741135, -3.985882], [0.679370, -13.570269, -5.789455], [-0.978585, -12.970011, -5.542307], [-0.257674, -12.878694, -7.154196], [1.275350, -11.493874, -7.648017], [2.350854, -11.080239, -6.295944], [1.840175, -9.095788, -7.572505], [1.129289, -8.912062, -5.992124], [-1.449342, -10.552345, -6.663813], [-2.188876, -9.300911, -7.620506], [-2.676693, -8.856501, -5.295819], [-1.647851, -7.566812, -5.953803], [0.006173, -6.968395, -4.718618], [0.669610, -8.014435, -3.464386], [-0.968370, -7.354408, -3.262699], [1.325889, 5.546689, 2.371471], [0.866161, 6.880671, 2.223338], [0.326280, 7.427930, 3.419372], [0.784072, 8.874885, 3.620846], [2.169347, 9.038022, 3.933430], [3.112958, 8.700633, 2.915149], [3.115881, 9.621348, 1.696273], [1.930085, 9.473207, 0.924120], [1.363031, 10.705481, 0.516771], [0.486320, 4.852367, 2.258749], [2.055946, 5.351694, 1.582026], [1.819248, 5.387783, 3.333969], [0.603948, 6.839916, 4.297387], [-0.765423, 7.412251, 3.321661], [0.242926, 9.270796, 4.486892], [0.500681, 9.507183, 2.779805], [3.017525, 7.654606, 2.628744], [4.095349, 8.788215, 3.391302], [3.955964, 9.346501, 1.044478], [3.261611, 10.658875, 2.019175], [1.385747, 11.447630, 1.325449], [0.316273, 10.528878, 0.263288], [1.883295, 11.087820, -0.362378], [7.406664, -3.108895, 4.628392], [6.678384, -2.228370, 5.467770], [7.000592, -0.858680, 5.265015], [5.741502, 0.012718, 5.270744], [4.877395, -0.157458, 4.145827], [4.211859, -1.416909, 4.015702], [3.151473, -1.707283, 5.075457], [3.734588, -1.922638, 6.356642], [3.061075, -1.248715, 7.404427], [8.385534, -3.318759, 5.072919], [6.844762, -4.042674, 4.551140], [7.530128, -2.704997, 3.620227], [7.538964, -0.701882, 4.327117], [7.648659, -0.550004, 6.093754], [6.067819, 1.057697, 5.230097], [5.186606, -0.088586, 6.203147], [4.931835, -2.229461, 3.933380], [3.701445, -1.375331, 3.047656], [2.624015, -2.632022, 4.806990], [2.418920, -0.891941, 5.096102], [2.774250, -0.230368, 7.111135], [3.747110, -1.165571, 8.249388], [2.181705, -1.815189, 7.713392]],
  "forces_ev_per_a": [[-3.227, -3.958, 1.275], [2.751, 4.022, -0.942], [0.038, 1.219, -0.334], [1.192, 1.019, 0.056], [0.110, 0.230, -1.048], [-0.287, -0.238, -1.380], [-1.646, -0.269, -0.129], [-0.443, 0.319, 0.231], [-0.848, 0.092, 0.962], [0.302, 0.670, -1.671], [-1.669, -2.806, 0.073], [1.464, -3.185, -3.492], [-1.021, 4.711, 2.528], [-4.206, -3.636, 0.819], [0.732, 0.098, -4.232], [4.555, 4.368, 2.174], [-2.655, -0.111, 0.312], [0.599, 0.514, 0.617], [1.536, 0.649, 2.190], [-0.528, -1.201, 0.465], [0.557, 0.742, 0.285], [0.290, -1.413, 0.021], [2.566, 0.585, -1.995], [-1.848, -0.927, -0.316], [1.236, 0.178, 0.478], [0.430, -0.513, -1.234], [3.149, -1.357, 0.148], [-4.286, 2.791, -3.136], [-4.232, 2.907, -3.223], [1.591, -0.681, 4.162], [3.440, -2.330, 1.510], [1.143, 1.405, -0.700], [0.930, -3.641, 2.924], [-1.077, 4.281, -2.568], [-0.734, -0.912, 1.041], [0.855, 1.307, -0.800], [-0.269, -0.948, -0.561], [0.106, 3.024, -2.950], [4.063, -2.873, -2.979], [0.314, -1.372, 0.853], [-1.974, -0.790, 3.846], [-3.160, 1.954, 2.177], [-1.104, 0.870, 0.643], [-0.964, -2.378, 0.971], [1.910, -0.804, -0.377], [-0.416, 0.112, -1.639], [0.286, 1.253, 1.618], [-1.319, -1.177, 1.301], [1.111, -0.131, -1.306], [1.108, 0.855, 1.396], [-0.494, -1.265, -1.065], [1.742, -0.762, 0.412], [-0.342, 1.885, 0.299], [1.256, -0.656, 1.351], [-0.129, -1.236, -0.778], [1.358, -0.588, 0.838], [-0.967, 1.239, 2.320], [0.979, 1.465, 0.946], [1.098, -0.654, -1.837], [-1.420, -1.172, -0.576], [0.128, 0.179, -2.181], [-0.480, 1.086, -1.597], [-1.044, -1.323, -0.495], [-0.261, 1.521, 1.382], [-1.186, 1.002, 0.817], [1.023, 1.414, -1.137], [-0.925, -0.006, 1.555], [1.353, -1.181, -0.719], [-0.552, 0.620, 2.205], [-0.527, -1.835, 0.480], [0.359, -0.511, -1.620], [0.670, -1.838, -0.709], [-1.172, -0.746, 1.349], [-1.301, 0.683, -0.769], [-0.857, -0.084, 1.742], [-0.773, 1.039, -1.248], [1.387, 1.344, 0.663], [1.304, -0.739, -1.162], [0.746, -1.945, 0.666], [-0.319, -1.143, 1.759], [-0.925, 1.991, -0.820], [0.120, 0.195, 0.428], [-0.231, -0.238, -0.578], [-0.119, 0.517, 0.436], [0.086, -0.050, -0.090], [0.055, -0.161, 0.258], [-0.146, 0.179, -0.067], [0.092, -0.492, 0.204], [0.126, 0.261, -0.349], [0.037, -0.283, -0.153], [-0.078, -0.137, -0.154], [0.127, 0.027, 0.045], [0.056, -0.002, -0.054], [-0.110, -0.079, -0.031], [0.137, 0.103, -0.201], [-0.123, -0.102, -0.094], [-0.095, -0.224, 0.149], [0.106, 0.021, 0.259], [0.121, 0.141, -0.007], [-0.106, 0.079, -0.275], [0.112, -0.039, 0.024], [-0.123, -0.214, 0.149], [-0.109, -0.046, 0.044], [-0.006, 0.246, 0.061], [-0.245, 0.089, -0.367], [0.359, -0.186, 0.449], [0.004, 0.514, -0.436], [-0.084, -0.116, 0.145], [-0.079, -0.087, -0.299], [0.119, 0.121, 0.083], [-0.085, -0.464, -0.102], [-0.110, 0.467, 0.316], [-0.037, -0.310, 0.090], [0.099, -0.138, 0.113], [-0.124, 0.048, -0.024], [-0.038, 0.013, 0.071], [0.092, -0.081, -0.011], [-0.062, 0.081, 0.251], [0.143, -0.114, 0.046], [0.026, -0.208, -0.175], [-0.171, 0.050, -0.227], [-0.097, 0.153, 0.035], [0.162, 0.042, 0.224], [-0.130, -0.038, 0.010], [0.082, -0.028, -0.098], [0.086, -0.084, -0.078], [0.022, 0.230, -0.059], [-0.149, -0.053, 0.440], [0.153, 0.049, -0.613], [-0.552, 0.000, 0.417], [0.076, 0.065, -0.139], [0.174, -0.148, 0.274], [-0.286, -0.005, -0.211], [0.338, -0.325, -0.114], [-0.112, 0.558, 0.115], [0.272, -0.134, -0.146], [0.085, -0.044, -0.195], [0.050, 0.071, 0.103], [0.040, 0.056, -0.011], [-0.009, -0.092, -0.098], [0.057, 0.251, -0.067], [0.025, -0.077, -0.155], [0.085, -0.271, 0.036], [0.009, -0.059, 0.290], [-0.063, 0.167, 0.117], [-0.058, 0.159, -0.254], [0.102, 0.016, 0.060], [-0.072, -0.117, -0.006], [-0.012, -0.135, -0.028], [-0.202, 0.105, 0.091]]
}